1.
ORCA calculation (wB97M-V/def2-TZVPD) on C13H31N5O14 as an isolated structure at a distorted geometry.

As for the spin multiplicity: 1. Its molecular weight is 481.4 g/mol. Its HOMO energy is -8.790 eV. The total energy is -1839.86988 Ha. The energy above the lowest of the compared OMol25 structures with the same formula, charge and spin comes out at 1733.45 kJ/mol.

Each line ends with the Mulliken charge.
Atoms and positions in Å:
C (0.976, -0.871, 0.239)  -2.1213
N (1.269, 0.231, 1.232)  0.7894
O (2.455, 0.431, 1.541)  -0.6947
O (0.364, 0.831, 1.680)  -0.4186
H (0.840, -0.412, -0.741)  0.9600
H (0.057, -1.330, 0.605)  1.5276
H (1.871, -1.492, 0.215)  0.6246
C (0.881, 1.770, 3.690)  -0.5202
N (-0.301, 2.603, 3.258)  1.1161
O (-0.014, 3.664, 2.662)  -0.4930
O (-1.416, 2.145, 3.580)  -0.5749
H (0.780, 1.713, 4.774)  0.4304
H (1.803, 2.190, 3.289)  0.3416
H (0.734, 0.775, 3.270)  0.1792
C (-1.735, 0.357, 1.549)  -0.3389
N (-2.096, -1.099, 1.748)  1.0189
O (-1.203, -1.910, 1.597)  -0.5462
O (-3.206, -1.361, 2.122)  -0.7149
H (-2.626, 0.983, 1.600)  0.4425
H (-1.302, 0.467, 0.555)  0.1276
H (-1.069, 0.574, 2.384)  0.2425
C (0.662, -4.032, 2.717)  -0.8409
N (1.104, -3.659, 1.375)  0.3261
O (1.797, -4.397, 0.714)  -0.6068
O (0.690, -2.568, 0.977)  -0.0055
H (-0.376, -3.763, 2.912)  0.2816
H (1.265, -3.420, 3.388)  0.3186
H (0.712, -5.117, 2.816)  0.3149
C (2.782, 2.565, 0.496)  -0.5127
N (2.729, 3.305, 1.746)  1.1936
O (3.148, 2.874, 2.841)  -0.6994
O (2.267, 4.436, 1.645)  -0.6672
H (1.741, 2.320, 0.285)  -0.1944
H (3.471, 1.731, 0.627)  0.2710
H (3.139, 3.178, -0.332)  0.2231
O (-1.631, -1.626, -1.300)  -0.4871
C (-0.785, -1.942, -2.098)  0.7280
O (-0.824, -2.033, -3.402)  -0.2832
C (-2.065, -1.796, -4.045)  -0.4021
C (-1.918, -1.630, -5.548)  -1.1660
C (0.639, -2.283, -1.643)  -1.5511
H (-2.608, -0.954, -3.614)  0.3217
H (-2.759, -2.576, -3.730)  0.5056
H (-2.874, -1.616, -6.072)  0.3822
H (-1.371, -2.465, -5.986)  0.3126
H (-1.486, -0.644, -5.717)  0.2660
H (0.732, -2.196, -0.560)  0.7803
H (1.447, -1.647, -2.005)  0.4241
H (0.723, -3.344, -1.878)  0.4307
O (1.284, 1.776, -0.641)  -0.4849
C (0.142, 2.065, -0.197)  0.7045
O (-1.019, 1.479, -0.571)  -0.4665
C (-1.048, 0.411, -1.530)  0.9014
C (-0.933, 0.902, -2.985)  -1.6462
C (-0.131, 3.244, 0.695)  -1.8414
H (-1.941, -0.211, -1.466)  0.7618
H (-0.232, -0.288, -1.347)  -1.4653
H (-1.025, 0.105, -3.722)  0.2203
H (-0.005, 1.427, -3.211)  0.3589
H (-1.795, 1.506, -3.266)  0.3861
H (-0.492, 2.838, 1.640)  0.2106
H (-0.953, 3.880, 0.364)  0.6366
H (0.733, 3.903, 0.776)  0.6828

---

2.
ORCA calculation (wB97M-V/def2-TZVPD) on C29H31Br2F7N2O8PS2 as an isolated structure at a distorted geometry.

As for the spin multiplicity: 1. Its molecular weight is 923.5 g/mol. Its HOMO energy is -6.345 eV. The total energy is -8819.91478 Ha. Its net charge is -1.

Each line ends with the Mulliken charge.
Atoms and positions in Å:
C (0.115, 4.865, -3.576)  -0.7794
C (-1.027, 4.842, -2.869)  -0.2988
C (-1.920, 3.612, -2.753)  1.3848
C (-2.304, 3.427, -1.298)  -0.4302
C (-3.492, 3.969, -0.806)  -0.2778
N (-4.347, 4.671, -1.729)  -0.1747
C (-5.558, 3.886, -2.059)  -0.1095
C (-5.407, 3.079, -3.371)  -1.2574
C (-3.838, 3.809, 0.505)  -0.7936
C (-3.046, 3.128, 1.396)  0.5735
C (-3.497, 2.962, 2.836)  0.1973
C (-4.272, 4.185, 3.357)  -1.5273
F (-4.416, 1.879, 2.831)  -0.3986
C (-1.868, 2.579, 0.938)  0.1416
C (-1.518, 2.726, -0.397)  1.1651
C (-0.214, 2.034, -0.811)  -0.3601
O (0.576, 2.576, -1.556)  -0.5283
C (-0.001, 0.677, -0.178)  0.3434
C (-0.364, 0.558, 1.147)  0.7628
C (-0.232, -0.593, 1.852)  -0.4882
C (0.255, -1.703, 1.191)  0.0073
O (0.359, -2.878, 1.899)  -0.3459
C (-0.955, -3.319, 2.302)  -0.3051
C (-0.853, -4.804, 2.698)  -1.3158
C (0.613, -1.634, -0.144)  -1.2389
C (1.115, -2.946, -0.756)  -1.4441
Br (2.942, -2.812, -1.419)  -0.0181
C (0.077, -3.397, -1.857)  0.8301
C (0.692, -4.114, -3.059)  -1.5695
Br (-1.276, -4.526, -0.961)  -0.1661
C (0.501, -0.435, -0.856)  1.6183
P (0.987, -0.432, -2.661)  0.5223
C (-0.633, -0.008, -3.502)  -1.2338
O (2.083, 0.774, -2.958)  -0.4892
C (-0.937, 1.777, 1.819)  -0.6871
O (-0.660, 2.099, 2.962)  -0.6206
H (0.170, 4.531, -4.615)  0.2986
H (1.032, 5.270, -3.147)  0.2305
H (-1.275, 5.763, -2.336)  0.3421
H (-2.798, 3.626, -3.401)  0.0325
H (-1.318, 2.757, -3.044)  -1.3481
H (-4.691, 5.508, -1.272)  0.4318
H (-5.849, 3.185, -1.267)  0.2356
H (-6.383, 4.593, -2.208)  0.4872
H (-6.371, 2.849, -3.829)  0.4124
H (-4.767, 3.650, -4.043)  0.2674
H (-4.949, 2.119, -3.110)  0.2721
H (-4.780, 4.227, 0.851)  0.4293
H (-2.701, 2.667, 3.512)  0.5313
H (-5.305, 4.099, 3.017)  0.3655
H (-4.214, 4.185, 4.446)  0.3589
H (-3.817, 5.088, 2.943)  0.3655
H (-0.512, -0.655, 2.896)  0.5983
H (-1.302, -2.767, 3.185)  0.3106
H (-1.701, -3.144, 1.524)  0.3928
H (0.088, -5.183, 2.290)  0.3033
H (-1.661, -5.403, 2.274)  0.2837
H (-0.802, -4.881, 3.785)  0.3889
H (1.120, -3.731, -0.006)  0.7576
H (-0.487, -2.538, -2.215)  -0.0730
H (1.344, -4.905, -2.687)  0.4001
H (1.236, -3.367, -3.639)  0.3792
H (-0.116, -4.538, -3.661)  0.4602
H (-0.757, 1.052, -3.721)  0.2232
H (-1.428, -0.395, -2.855)  0.3286
H (-0.670, -0.626, -4.402)  0.4435
H (1.607, 1.496, -3.392)  0.3665
C (8.998, -4.228, 4.126)  0.6510
F (9.998, -5.070, 4.410)  -0.2254
F (8.269, -4.080, 5.242)  -0.2404
F (9.544, -3.033, 3.858)  -0.2398
S (7.985, -4.848, 2.725)  1.0039
O (7.460, -6.101, 3.190)  -0.6498
O (8.903, -4.926, 1.624)  -0.6490
N (6.962, -3.638, 2.692)  -0.2577
S (5.831, -3.698, 1.583)  0.8878
O (4.821, -4.702, 1.769)  -0.6373
O (6.267, -3.495, 0.230)  -0.6348
C (5.002, -2.124, 2.038)  0.6699
F (5.825, -1.071, 1.934)  -0.2488
F (4.556, -2.136, 3.304)  -0.2467
F (3.952, -1.893, 1.245)  -0.1475

---

3.
ORCA calculation (wB97M-V/def2-TZVPD) on an isolated molecule of C4H7NO.

As for the spin multiplicity: 1. Its molecular weight is 85.1 g/mol. Its HOMO energy is -9.559 eV. The total energy is -286.52023 Ha. The energy above the lowest of the compared OMol25 structures with the same formula, charge and spin comes out at 292.53 kJ/mol.

Each line ends with the Mulliken charge.
Atoms and positions in Å:
C (0.285, 1.408, 0.594)  -0.4950
N (-0.310, 0.442, 1.526)  -0.6472
C (-0.086, 0.054, 0.158)  0.5748
C (0.809, -1.001, -0.482)  -0.3524
O (-0.143, -1.155, -1.546)  -0.4019
C (-1.140, -0.397, -0.835)  -0.3996
H (-0.346, 2.255, 0.335)  0.2370
H (1.346, 1.640, 0.691)  0.2449
H (0.393, 0.053, 2.148)  0.2455
H (0.916, -1.934, 0.090)  0.2273
H (1.797, -0.679, -0.834)  0.2783
H (-1.902, -1.045, -0.379)  0.2227
H (-1.619, 0.359, -1.466)  0.2657

---

4.
ORCA calculation (wB97M-V/def2-TZVPD) on C22H30ClIrN2Sb2 as an isolated structure at a distorted geometry.

As for the spin multiplicity: 1. Its molecular weight is 793.7 g/mol. Its HOMO energy is -13.268 eV. The total energy is -2010.23522 Ha. The energy above the lowest of the compared OMol25 structures with the same formula, charge and spin comes out at 289.28 kJ/mol. Its net charge is +2.

Each line ends with the Mulliken charge.
Atoms and positions in Å:
Ir (-0.973, 0.187, 0.599)  1.6027
N (-1.360, 2.269, 1.825)  -0.3921
C (-2.744, 2.639, 1.700)  0.5526
C (-3.362, 3.496, 2.579)  -0.4780
C (-4.702, 3.864, 2.396)  -0.7892
C (-5.412, 3.381, 1.331)  -0.9313
C (-4.819, 2.480, 0.421)  0.7936
C (-5.511, 1.922, -0.672)  -0.4949
C (-4.852, 1.067, -1.520)  -0.9775
C (-3.519, 0.740, -1.256)  0.2458
N (-2.846, 1.212, -0.223)  -0.2577
C (-3.462, 2.095, 0.610)  -0.0066
H (-0.784, 2.967, 1.357)  0.3457
H (-1.092, 2.255, 2.808)  0.3046
H (-2.806, 3.907, 3.408)  0.4498
H (-5.166, 4.537, 3.098)  0.4259
H (-6.436, 3.676, 1.166)  0.4407
H (-6.550, 2.171, -0.826)  0.4775
H (-5.346, 0.642, -2.379)  0.4302
H (-2.990, 0.063, -1.918)  0.2622
C (1.467, -0.154, -2.850)  -0.9551
Sb (-0.090, -1.133, -1.726)  0.1364
C (-0.831, -2.337, -3.357)  -1.2762
C (1.045, -2.792, -0.720)  -1.4506
C (2.464, -2.615, -0.986)  0.8590
C (2.988, -3.094, -2.195)  -0.6741
C (4.313, -2.921, -2.525)  -0.5500
C (5.146, -2.200, -1.667)  -0.7348
C (4.653, -1.713, -0.474)  -0.7047
C (3.331, -1.941, -0.082)  0.9541
C (2.900, -1.543, 1.261)  -1.6719
Sb (1.774, 0.369, 1.327)  -0.0299
C (3.313, 1.563, 0.395)  -1.3282
C (2.226, 0.942, 3.348)  -1.2921
H (2.130, -0.897, -3.285)  0.3352
H (2.037, 0.519, -2.217)  0.1603
H (1.002, 0.421, -3.644)  0.4845
H (0.024, -2.718, -3.912)  0.3955
H (-1.449, -1.743, -4.023)  0.4011
H (-1.419, -3.166, -2.971)  0.4552
H (0.637, -3.678, -1.198)  0.6774
H (0.769, -2.765, 0.328)  0.2334
H (2.335, -3.638, -2.862)  0.3828
H (4.705, -3.332, -3.441)  0.4423
H (6.180, -2.045, -1.930)  0.4350
H (5.313, -1.179, 0.193)  0.4295
H (3.751, -1.329, 1.903)  0.6211
H (2.257, -2.272, 1.741)  0.6922
H (4.224, 1.430, 0.971)  0.3908
H (3.038, 2.613, 0.412)  0.5009
H (3.497, 1.263, -0.632)  0.3830
H (3.296, 0.839, 3.496)  0.4370
H (1.701, 0.319, 4.063)  0.4176
H (1.952, 1.980, 3.502)  0.4118
Cl (-0.153, -1.645, 3.027)  -0.0703
C (-1.586, -1.440, 2.017)  -0.7471
H (-2.408, -1.144, 2.667)  0.4189
H (-1.803, -2.396, 1.541)  0.4258